Entry w
Computed, not measured: a single C3H7N5 molecule, with ωB97M-V/def2-TZVPD.

The geometry in XYZ format:
```
15
Properties=species:S:1:pos:R:3
C -0.19 1.66 -0.34
C 0.30 -1.97 -0.29
C -1.39 -0.68 -0.02
H -1.12 2.31 -0.19
H -0.10 1.59 -1.52
H 0.87 2.10 0.10
H 1.74 0.10 1.40
H 2.53 0.23 -0.12
H 1.02 -2.86 -0.36
H -2.68 0.68 0.70
N -0.29 0.23 0.08
N 0.85 -0.60 -0.21
N 1.99 -0.43 0.53
N -0.94 -2.00 -0.16
N -2.60 -0.35 0.41
```

The charge is 0. Its spin multiplicity is 1. As for the LUMO energy: 0.45 eV. The SMILES is [H]/N=c1/ncn(N)n1C.



Entry x
Computed, not measured: a single C3H7N5 molecule, with ωB97M-V/def2-TZVPD.

The geometry in XYZ format:
```
15
Properties=species:S:1:pos:R:3
C 1.27 -0.49 1.65
N -1.37 -0.89 -1.01
N -1.11 0.39 1.28
C -0.68 0.30 -1.06
C 0.03 -0.34 0.83
N -0.21 0.89 -2.18
N -0.31 0.91 0.19
N -0.02 -1.09 -0.38
H -1.32 -1.36 -1.91
H -0.91 0.94 2.12
H -0.71 0.86 -3.06
H 0.58 1.51 -2.06
H 2.16 -0.39 1.03
H 1.32 0.25 2.45
H 1.29 -1.49 2.10
```

The charge is 0. Its spin multiplicity is 1. As for the LUMO energy: 0.95 eV. The SMILES is C[C@@]12NN1[C@@]1(N)NN21.



Which structure is the least stable? The one labeled entry x.



Entry w
Computed, not measured: a molecular structure, C3H7N5, with ωB97M-V/def2-TZVPD.

The geometry in XYZ format:
```
15
Properties=species:S:1:pos:R:3
C 0.44 1.10 0.97
C -1.59 -0.18 -0.96
C 0.34 -1.62 -0.20
H 0.80 2.31 2.33
H -0.19 0.20 1.69
H 1.55 0.77 -0.44
H -2.56 -1.05 -0.79
H -0.95 1.83 -1.60
H -0.05 -2.30 -1.38
H 1.57 -2.83 0.52
N 1.02 2.23 1.38
N 0.44 0.77 -0.32
N -0.20 -0.38 -0.51
N -1.85 1.03 -1.47
N 1.24 -1.86 0.76
```

The charge is 0. Its spin multiplicity is 1. As for the LUMO energy: 0.44 eV.



Entry x
Computed, not measured: a single C3H7N5 molecule, with ωB97M-V/def2-TZVPD.

The geometry in XYZ format:
```
15
Properties=species:S:1:pos:R:3
C 0.80 0.17 0.75
C -0.56 -1.11 -0.73
C -1.27 1.10 -1.72
H 1.17 -1.67 1.98
H 1.81 -0.91 3.32
H 0.85 1.08 0.16
H -0.95 -2.10 -1.03
H -2.23 -0.62 -1.67
H -2.18 1.51 -2.17
H -0.11 2.60 -2.11
N 1.07 -0.89 2.63
N 1.20 0.29 1.94
N 0.39 -1.00 0.12
N -1.40 -0.21 -1.32
N -0.14 1.68 -1.69
```

The charge is 0. Its spin multiplicity is 1. As for the LUMO energy: 0.45 eV. The SMILES is [H]/N=C/N/C=N\C=N/N.



Which structure is the least stable? The one labeled entry w.



Entry w
Computed, not measured: a single C3H10N2O3S molecule, with ωB97M-V/def2-TZVPD.

The geometry in XYZ format:
```
19
Properties=species:S:1:pos:R:3
C -0.42 -0.38 2.49
C -0.13 -0.44 1.07
C -0.76 0.57 0.09
N 1.28 -0.37 0.99
N -0.65 0.45 -1.14
O 1.18 -2.11 -3.44
O -0.09 -0.06 -3.55
O 1.67 -0.26 -1.74
S 0.52 -1.00 -2.30
H -1.52 -0.24 2.63
H 0.07 0.59 2.92
H -0.23 -1.37 2.94
H -0.36 -1.47 0.56
H -1.20 1.49 0.75
H 1.61 -0.60 0.07
H 1.79 0.36 1.36
H 1.55 -2.93 -2.97
H -0.88 1.23 -1.84
H 0.56 -0.27 -4.25
```

The charge is 0. Its spin multiplicity is 1. As for the LUMO energy: 0.67 eV.



Entry x
Computed, not measured: a single C3H10N2O3S molecule, with ωB97M-V/def2-TZVPD.

The geometry in XYZ format:
```
19
Properties=species:S:1:pos:R:3
C -0.61 -0.92 -1.50
C 0.28 -0.94 -0.27
C 0.71 0.42 0.16
N -0.48 -1.70 0.66
N 1.09 1.44 -0.61
O -1.73 0.77 1.92
O 1.61 0.15 1.42
O -1.01 2.76 0.75
S -0.84 1.37 0.97
H -1.45 -0.30 -1.28
H -0.79 -2.00 -1.77
H -0.06 -0.43 -2.31
H 1.15 -1.49 -0.27
H -1.75 0.96 -0.10
H 0.08 -1.95 1.48
H -1.49 -1.49 0.65
H 1.84 1.42 -1.20
H 1.10 2.36 -0.09
H 2.35 -0.43 1.38
```

The charge is 0. Its spin multiplicity is 1. As for the LUMO energy: -0.07 eV. The SMILES is C[C@H](N)[C@](N)(O)[SH](=O)=O.



Which structure is the least stable? The one labeled entry x.



Entry w
Computed, not measured: a molecular structure, C6H9N, with ωB97M-V/def2-TZVPD.

The geometry in XYZ format:
```
16
Properties=species:S:1:pos:R:3
C 2.05 -0.12 0.05
N 0.66 -0.47 -0.27
C -0.24 -0.06 0.86
C -0.63 1.24 0.14
C -0.60 0.31 -1.07
C -1.62 -0.76 -0.74
C -1.36 -1.03 0.54
H 2.29 -0.72 0.95
H 2.76 -0.45 -0.71
H 2.27 0.93 0.33
H 0.19 -0.03 1.86
H 0.21 1.95 0.07
H -1.55 1.75 0.41
H -0.62 0.71 -2.10
H -2.21 -1.33 -1.45
H -1.60 -1.90 1.13
```

The charge is 0. Its spin multiplicity is 1. As for the LUMO energy: 1.16 eV.



Entry x
Computed, not measured: a single C6H9N molecule, with ωB97M-V/def2-TZVPD.

The geometry in XYZ format:
```
16
Properties=species:S:1:pos:R:3
C 1.41 -0.03 -2.20
C 0.45 -0.09 -1.04
C -0.81 -0.71 -1.00
N -1.30 -0.49 0.24
C -0.46 0.24 1.03
C 0.69 0.41 0.23
C -0.64 0.26 2.50
H 2.48 -0.01 -2.03
H 1.26 0.82 -2.86
H 1.18 -0.93 -2.79
H -1.38 -0.95 -1.88
H -2.26 -0.67 0.48
H 1.53 1.05 0.48
H -0.32 1.23 2.92
H -0.11 -0.40 3.18
H -1.71 0.27 2.74
```

The charge is 0. Its spin multiplicity is 1. As for the LUMO energy: 1.04 eV. The SMILES is Cc1c[nH]c(C)c1.



Which structure is the least stable? The one labeled entry w.